{"formula": "C2H2BF3MnNO4PS2", "method": "ωB97M-V/def2-TZVPD", "spin_multiplicity": 6, "charge": 2, "lumo_energy_ev": [-12.90, -12.66], "e_tot_ha": -3045.4448, "species": ["O", "C", "F", "N", "B", "P", "S", "S", "O", "O", "F", "C", "O", "F", "H", "H", "Mn"], "coordinates": [[1.583, -2.275, 1.373], [1.647, -1.137, 1.167], [2.007, -0.221, 2.023], [1.274, -0.544, -0.138], [-0.015, -0.002, -0.185], [-0.457, 1.874, 0.236], [0.710, 3.237, -0.690], [-1.405, -1.248, -0.683], [-1.891, -0.931, -1.967], [-0.971, -2.536, -0.343], [-2.685, -0.950, 0.377], [2.274, 0.348, -0.697], [2.865, 1.180, -0.108], [2.386, 0.107, -1.982], [-0.496, 1.975, 1.636], [-1.772, 2.106, -0.182], [-5.057, -0.982, 0.164]], "lowdin_spin": [0.00, 0.00, 0.00, 0.00, 0.00, 0.00, 0.04, 0.00, 0.00, 0.00, 0.02, 0.00, 0.00, 0.00, 0.00, 0.00, 4.94]}

=====

{"formula": "C17H43Br8O12P3", "method": "ωB97M-V/def2-TZVPD", "smiles": "COP(=O)(OC)OC.COP(=O)(OC)OC.COP(=O)(OC)OC.BrCCBr.BrCCBr.BrCCBr.BrCCBr", "relative_energy_kcal_mol": 4.67, "lumo_energy_ev": 0.17, "e_tot_ha": -23192.8450, "species": ["C", "O", "P", "O", "O", "C", "O", "C", "H", "H", "H", "H", "H", "H", "H", "H", "H", "C", "O", "P", "O", "O", "C", "O", "C", "H", "H", "H", "H", "H", "H", "H", "H", "H", "C", "O", "P", "O", "O", "C", "O", "C", "H", "H", "H", "H", "H", "H", "H", "H", "H", "Br", "C", "C", "Br", "H", "H", "H", "H", "Br", "C", "C", "Br", "H", "H", "H", "H", "Br", "C", "C", "Br", "H", "H", "H", "H", "Br", "C", "C", "Br", "H", "H", "H", "H"], "coordinates": [[4.887, 13.145, 16.347], [5.687, 13.927, 17.259], [6.385, 13.254, 18.590], [5.477, 12.769, 19.648], [7.329, 12.156, 17.913], [8.479, 12.501, 17.145], [7.324, 14.512, 19.035], [7.717, 14.729, 20.395], [5.521, 12.748, 15.551], [4.083, 13.722, 15.893], [4.476, 12.290, 16.882], [8.927, 13.432, 17.486], [8.231, 12.536, 16.084], [9.225, 11.722, 17.298], [7.365, 15.660, 20.850], [8.812, 14.809, 20.403], [7.486, 13.843, 20.984], [3.784, 15.713, 19.801], [3.039, 16.895, 19.617], [2.563, 17.460, 18.152], [2.187, 18.906, 18.079], [1.415, 16.369, 17.641], [0.057, 16.671, 17.976], [3.830, 17.101, 17.198], [5.011, 17.892, 17.205], [3.260, 15.071, 20.511], [4.759, 15.984, 20.198], [3.854, 15.168, 18.861], [-0.633, 16.258, 17.238], [-0.119, 17.747, 17.973], [-0.153, 16.250, 18.956], [5.246, 18.185, 16.186], [5.858, 17.299, 17.577], [4.929, 18.781, 17.834], [13.873, 18.145, 22.688], [12.612, 18.214, 22.044], [12.072, 16.936, 21.238], [13.137, 16.231, 20.462], [10.888, 17.605, 20.367], [10.772, 17.375, 18.957], [11.340, 16.079, 22.411], [10.218, 16.572, 23.178], [14.293, 17.140, 22.667], [13.732, 18.551, 23.685], [14.570, 18.785, 22.149], [10.650, 18.304, 18.393], [9.889, 16.759, 18.808], [11.663, 16.849, 18.629], [9.375, 15.923, 22.944], [9.915, 17.562, 22.833], [10.447, 16.621, 24.238], [10.148, 19.194, 15.086], [10.978, 20.032, 13.513], [11.670, 19.055, 12.563], [10.310, 17.899, 11.794], [11.759, 20.664, 13.930], [10.237, 20.618, 12.992], [12.383, 18.422, 13.077], [12.214, 19.615, 11.799], [4.625, 19.563, 13.359], [6.360, 20.230, 14.085], [6.614, 21.664, 13.525], [8.348, 22.386, 14.190], [7.146, 19.528, 13.811], [6.268, 20.264, 15.167], [5.846, 22.363, 13.829], [6.696, 21.596, 12.447], [10.370, 13.935, 13.066], [11.123, 12.499, 11.863], [11.147, 11.108, 12.446], [11.806, 9.912, 10.933], [12.102, 12.837, 11.541], [10.489, 12.466, 10.986], [10.164, 10.777, 12.763], [11.862, 10.979, 13.248], [10.457, 15.794, 15.997], [8.527, 16.190, 15.883], [8.085, 16.258, 14.430], [6.139, 16.346, 14.222], [8.307, 17.142, 16.361], [8.005, 15.387, 16.393], [8.421, 15.378, 13.905], [8.525, 17.109, 13.919]], "mulliken_charge": [-0.89, 0.47, 0.40, -0.74, -0.39, -0.36, 0.09, -0.96, 0.27, 0.22, 0.37, 0.08, 0.20, 0.31, 0.31, 0.30, 0.43, -0.34, -0.45, 0.92, -0.69, -0.31, -0.77, -0.04, -0.15, 0.35, 0.20, 0.05, 0.23, 0.35, 0.28, -0.24, 0.05, 0.48, -0.70, -0.31, 1.06, -0.70, -0.27, -0.39, -0.33, -0.58, 0.35, 0.25, 0.24, 0.20, -0.03, 0.41, 0.19, 0.31, 0.29, -0.02, -0.70, -0.54, -0.15, 0.38, 0.31, 0.37, 0.40, -0.14, -0.31, -0.66, -0.21, 0.12, 0.40, 0.45, 0.40, 0.02, -0.75, -0.52, -0.18, 0.39, 0.41, 0.36, 0.37, -0.11, -0.45, 0.21, -0.20, 0.42, 0.07, 0.06, -0.21]}

=====

{"formula": "C3H17AgCl2O8", "method": "ωB97M-V/def2-TZVPD", "spin_multiplicity": 2, "charge": 1, "lumo_energy_ev": [-6.20, -8.78], "e_tot_ha": -1793.3965, "species": ["Ag", "C", "C", "O", "O", "H", "H", "H", "O", "H", "H", "O", "H", "H", "O", "H", "H", "O", "H", "H", "O", "H", "H", "O", "H", "H", "C", "Cl", "Cl", "H", "H"], "coordinates": [[-2.940, 1.185, 2.285], [0.678, -0.528, -0.148], [-0.262, 0.557, 0.354], [0.181, 1.752, 0.187], [-1.335, 0.282, 0.896], [1.271, -0.255, -1.018], [0.113, -1.449, -0.260], [1.377, -0.585, 0.705], [0.692, 3.813, 2.418], [0.986, 3.135, 3.037], [0.508, 3.362, 1.591], [-0.473, -1.506, 3.284], [0.482, -1.660, 3.203], [-0.744, -1.153, 2.435], [3.252, 1.997, 0.270], [2.333, 1.909, 0.006], [3.669, 1.141, 0.128], [-0.301, 1.330, -3.378], [0.288, 1.603, -2.669], [-1.177, 1.193, -2.991], [-2.844, 0.843, -1.964], [-3.706, 1.049, -1.586], [-2.238, 0.838, -1.216], [2.392, -1.862, 2.932], [3.248, -1.587, 2.586], [2.471, -2.820, 3.034], [-1.577, -2.391, -2.909], [-0.905, -3.919, -3.484], [-2.204, -2.528, -1.244], [-0.817, -1.621, -2.945], [-2.417, -2.125, -3.537]], "lowdin_spin": [0.00, 0.07, 0.06, 0.79, 0.03, 0.00, 0.01, 0.00, 0.01, 0.00, 0.00, 0.00, 0.00, 0.00, 0.01, 0.00, 0.00, 0.00, 0.00, 0.00, 0.00, 0.00, 0.00, 0.00, 0.00, 0.00, 0.00, 0.00, 0.00, 0.00, 0.00]}

=====

{"formula": "C8H22F4N4O10PbS4", "method": "ωB97M-V/def2-TZVPD", "relative_energy_kcal_mol": 291.04, "lumo_energy_ev": -7.29, "e_tot_ha": -3473.9802, "species": ["Pb", "N", "S", "O", "O", "F", "S", "O", "O", "F", "N", "S", "O", "O", "F", "S", "O", "O", "F", "C", "C", "C", "O", "C", "N", "H", "H", "H", "H", "H", "H", "H", "H", "H", "H", "H", "C", "C", "C", "O", "C", "N", "H", "H", "H", "H", "H", "H", "H", "H", "H", "H", "H"], "coordinates": [[0.296, -0.040, 1.311], [1.677, -4.797, 0.758], [2.855, -5.589, 1.107], [4.120, -5.451, 0.385], [2.633, -6.868, 1.786], [3.193, -4.632, 2.309], [1.049, -6.004, -0.291], [-0.168, -6.615, 0.280], [1.942, -6.747, -1.177], [0.360, -4.956, -1.259], [1.217, 4.186, 3.719], [0.878, 4.461, 5.340], [0.003, 5.580, 5.661], [2.023, 4.149, 6.297], [0.022, 3.122, 5.564], [1.736, 5.628, 3.460], [2.959, 6.151, 4.168], [0.756, 6.533, 2.860], [2.440, 5.278, 2.030], [-6.971, -1.697, 0.430], [-5.687, -0.933, 0.396], [-5.881, 0.609, 0.426], [-4.651, 1.173, -0.016], [-4.645, 2.614, -0.103], [-4.787, -1.366, 1.482], [-7.649, -1.382, -0.363], [-7.447, -1.707, 1.410], [-6.952, -2.782, 0.326], [-5.260, -1.241, -0.558], [-6.183, 0.908, 1.430], [-6.669, 0.880, -0.277], [-3.808, 2.940, -0.721], [-4.476, 3.032, 0.889], [-5.562, 2.956, -0.584], [-4.972, -2.359, 1.476], [-5.062, -1.083, 2.412], [3.500, 0.277, -5.121], [3.240, -0.095, -3.668], [4.463, 0.264, -2.855], [4.219, 0.214, -1.492], [5.355, 0.636, -0.598], [1.990, 0.593, -3.241], [4.367, -0.178, -5.602], [3.651, 1.352, -5.214], [2.642, -0.006, -5.731], [3.064, -1.170, -3.687], [4.919, 1.194, -3.195], [5.161, -0.560, -2.999], [5.703, 1.605, -0.955], [6.120, -0.074, -0.913], [4.985, 0.544, 0.423], [1.951, 1.451, -3.773], [1.343, 0.001, -3.742]], "nbo_charge": [1.64, -1.07, 2.42, -0.88, -0.86, -0.53, 2.34, -0.87, -0.83, -0.51, -1.08, 2.32, -0.85, -0.87, -0.51, 2.35, -0.84, -0.88, -0.54, -0.64, -0.07, -0.06, -0.56, -0.25, -0.84, 0.22, 0.21, 0.22, 0.20, 0.17, 0.17, 0.19, 0.18, 0.18, 0.36, 0.36, -0.63, -0.08, -0.07, -0.57, -0.25, -0.82, 0.23, 0.20, 0.21, 0.20, 0.16, 0.17, 0.19, 0.19, 0.19, 0.35, 0.35]}